92
Properties=species:S:1:pos:R:3:mulliken_charge:R:1 method="wB97M-V/def2-TZVPD" e_lumo_ev="-3.363 / -3.364" homo_ev="-9.709 / -9.708" gap_ev="6.3456 / 6.3446" charge=+1 energy_ev=-80013.3890
W -0.166 -0.403 -0.091 1.764
P -0.167 -3.228 -2.059 1.365
F -2.605 1.691 3.882 -0.325
F -3.199 3.248 1.806 -0.287
F -1.586 -0.088 3.189 -0.075
F -2.254 2.594 -0.021 -0.270
F -0.488 1.458 4.214 -0.266
F -3.319 1.169 1.203 -0.252
O -0.457 1.123 1.145 0.140
O -1.648 -1.365 0.871 -0.798
O -3.667 -2.301 0.987 -0.702
N -2.147 0.016 -1.337 -0.672
N 1.779 4.513 -1.409 -0.422
N -0.126 -1.815 -1.336 -0.092
N 0.622 1.078 -1.355 0.879
N 1.462 3.065 -3.161 -0.674
C -1.555 -5.553 0.933 -1.106
C -0.568 -6.518 1.083 -0.684
C -2.521 2.243 1.262 0.522
C 3.815 0.314 -0.976 -1.656
C 3.120 0.961 1.328 -0.571
C 2.460 0.692 2.569 1.125
C 3.548 -3.756 -4.677 -0.722
C 2.273 -2.472 -3.100 0.686
C 1.429 3.280 -1.847 0.005
C 1.037 2.276 -0.944 0.521
C -1.476 1.227 3.334 0.563
C -1.432 -4.594 -0.057 0.028
C -1.180 1.939 1.977 0.599
C -2.636 -2.257 -5.109 -0.691
C 2.969 0.146 0.254 0.451
C -0.319 -4.596 -0.902 0.087
C 1.613 -0.366 2.654 -1.503
C 2.576 -4.748 -4.660 -0.759
C 1.336 -1.230 1.539 0.684
C -1.576 -2.323 -4.222 -0.449
C 0.674 -5.559 -0.741 -0.608
C -1.563 -3.287 -3.210 0.583
C 2.029 -0.954 0.307 -0.445
C 0.634 0.878 -2.702 -0.047
C -3.258 -0.815 -0.821 -0.772
C 0.868 -2.635 1.860 -1.461
C -3.690 -3.156 -4.992 -0.649
C 1.300 -3.468 -3.079 0.365
C 1.448 -4.606 -3.869 -0.647
C -3.676 -4.121 -3.998 -0.677
C -2.614 -4.192 -3.105 -0.371
C 1.060 1.861 -3.561 -0.615
C 0.540 -6.522 0.248 -0.799
C 2.834 1.502 3.780 -1.751
C -0.476 3.268 2.254 -1.851
C 3.397 -2.616 -3.901 -0.921
C -2.869 -1.566 0.462 0.627
H 1.192 -0.632 3.617 0.484
H -2.636 -1.520 -5.901 0.473
H 1.587 -3.120 2.527 0.579
H -3.553 -1.558 -1.563 0.311
H -0.443 3.863 1.342 0.431
H -0.739 -1.638 -4.324 0.251
H 1.308 -7.274 0.370 0.446
H 4.566 1.089 -0.829 0.405
H 2.151 1.321 4.606 0.364
H 1.094 1.672 -4.627 0.461
H -4.519 -3.106 -5.685 0.426
H 0.534 3.069 2.600 0.174
H 4.424 -3.874 -5.300 0.425
H -1.009 3.831 3.017 0.501
H 2.693 -5.635 -5.268 0.440
H -4.492 -4.826 -3.914 0.455
H 0.680 -5.371 -3.876 0.509
H -0.657 -7.267 1.859 0.425
H 2.845 2.571 3.557 0.377
H -2.431 0.988 -1.416 0.408
H 4.150 -1.839 -3.921 0.516
H 0.314 -0.089 -3.053 -0.048
H 3.215 0.586 -1.849 0.193
H -4.131 -0.211 -0.584 0.461
H -2.604 -4.954 -2.339 0.426
H -2.417 -5.534 1.587 0.502
H 4.329 -0.621 -1.212 0.401
H -2.200 -3.838 -0.157 0.207
H 1.555 -5.557 -1.368 0.455
H 3.843 1.239 4.106 0.453
H -1.901 -0.300 -2.269 0.267
H 2.278 -1.804 -0.317 1.567
H 2.140 -1.600 -2.475 -0.233
H 1.949 4.693 -0.437 0.206
H 2.176 5.140 -2.089 0.274
H -0.102 -2.625 2.356 0.285
H 3.837 1.775 1.284 0.446
H 1.080 2.433 0.119 -0.090
H 0.786 -3.235 0.958 -0.034

=====

87
Properties=species:S:1:pos:R:3:mulliken_charge:R:1 method="wB97M-V/def2-TZVPD" e_lumo_ev=-2.924 homo_ev=-10.163 gap_ev=7.2392 charge=+1 energy_ev=-185129.8264
Pd -0.257 -0.280 -0.423 1.864
Ge 0.608 1.023 -2.362 -1.733
Ge -0.917 0.591 -4.228 0.901
S 1.751 -2.650 -1.769 -0.075
P -1.226 -1.551 1.379 0.999
O -1.127 1.608 1.605 -0.366
N -1.402 1.546 0.251 -0.453
N 4.760 2.315 4.268 -0.369
N 2.558 1.655 4.451 -0.281
N 3.760 1.390 2.447 -0.781
N 1.740 0.587 1.269 -0.362
C 0.016 -0.628 5.175 -0.860
C 2.447 0.542 -2.853 0.392
C 1.615 3.405 -0.949 0.157
C -1.695 -5.599 1.828 -0.737
C 3.477 0.535 -1.911 0.445
C 0.446 5.501 -0.769 -0.550
C -4.633 0.658 1.148 -0.706
C 5.037 -0.258 -3.561 -0.517
C -0.750 -0.694 4.016 -0.408
C 1.226 -1.304 5.252 -0.643
C -2.900 -0.923 1.720 0.367
C 3.674 1.767 3.705 0.527
C -1.995 -5.994 0.532 -0.514
C 1.682 -2.037 4.162 -0.511
C -5.049 -1.045 2.796 -0.841
C -5.480 0.051 2.060 -0.680
C -0.592 4.983 -1.532 -0.804
C -1.437 -4.265 2.108 -0.373
C 2.667 0.963 1.860 0.671
C -0.753 -1.307 -4.700 -1.083
C 0.824 -1.591 -1.204 -0.101
C -2.443 0.829 -0.008 -0.709
C -0.490 1.746 -5.754 -1.195
C 1.550 4.712 -0.481 -0.819
C -2.808 0.872 -3.745 -1.435
C -3.337 0.180 0.985 0.574
C -0.305 -1.444 2.933 0.672
C -1.476 -3.320 1.084 0.816
C 4.026 -0.254 -4.511 -0.885
C -2.034 -5.056 -0.491 -0.789
C -0.524 3.676 -1.991 -0.086
C -3.765 -1.536 2.621 -0.322
C 2.744 0.149 -4.157 -0.060
C 0.923 -2.103 3.006 -0.530
C 0.575 2.867 -1.702 0.680
C 4.760 0.144 -2.261 -0.873
C -1.768 -3.724 -0.217 -0.795
H -3.437 -2.408 3.174 0.479
H 1.284 -2.669 2.155 0.444
H 3.270 0.799 -0.881 -0.064
H -6.486 0.427 2.189 0.422
H 5.545 0.147 -1.515 0.452
H -0.346 -0.062 6.025 0.414
H 2.370 5.116 0.098 0.445
H -0.905 -1.928 -3.816 0.184
H -0.225 1.966 1.620 0.325
H -1.660 -6.331 2.624 0.427
H 5.571 2.449 3.691 0.243
H -3.377 1.036 -4.661 0.517
H -1.197 -3.963 3.120 0.409
H 0.399 6.522 -0.411 0.385
H 2.490 2.811 -0.724 0.294
H 2.628 -2.560 4.215 0.447
H 2.578 1.868 5.432 0.256
H -0.601 2.797 -5.487 0.373
H 6.037 -0.569 -3.833 0.386
H 4.787 2.600 5.229 0.188
H -2.195 -7.035 0.318 0.407
H -1.346 3.284 -2.582 0.290
H -4.973 1.505 0.566 0.552
H 1.811 -1.267 6.162 0.388
H -1.784 -2.989 -1.015 0.407
H -3.206 -0.024 -3.264 0.380
H -2.971 1.733 -3.097 0.421
H 0.532 1.589 -6.097 0.380
H -2.263 -5.364 -1.502 0.435
H 1.825 1.041 4.130 0.001
H 1.969 0.148 -4.915 0.058
H -1.451 5.597 -1.771 0.433
H 0.221 -1.547 -5.126 0.344
H 4.234 -0.560 -5.528 0.436
H -1.171 1.522 -6.576 0.467
H -1.522 -1.559 -5.432 0.472
H -2.729 0.839 -1.058 0.443
H -1.692 -0.164 3.962 0.394
H -5.719 -1.526 3.496 0.447

=====

91
Properties=species:S:1:pos:R:3:mulliken_charge:R:1 method="wB97M-V/def2-TZVPD" e_lumo_ev="2.068 / 2.062" homo_ev="-4.799 / -4.809" gap_ev="6.8669 / 6.8707" multiplicity=7 charge=-1 energy_ev=-121482.9988
Tb -0.063 -1.125 0.106 0.350
S 1.776 0.671 -5.455 -0.564
S 0.196 -0.549 -2.745 -0.504
S -0.122 1.657 1.250 1.323
P 1.116 0.971 -3.646 0.765
O -0.074 1.211 -0.139 0.228
O -2.301 -0.765 0.025 0.064
O 1.064 2.378 1.639 -0.762
O 2.131 -0.492 0.892 -0.191
O 0.145 2.293 -3.486 -0.243
O 2.333 1.531 -2.725 -0.340
N -0.465 0.315 2.067 0.482
N -1.128 -3.015 -0.940 0.541
N -0.152 -2.251 2.546 0.718
N 1.656 -2.870 -0.409 0.523
C 4.672 1.800 -2.502 -1.335
C -0.274 -4.097 -1.491 -0.776
C -1.205 4.090 0.875 -0.481
C 0.004 -3.524 2.771 -0.034
C -0.261 -0.002 3.366 0.607
C -3.413 -1.191 -0.418 0.622
C 4.843 -2.930 1.490 -0.745
C -3.540 -2.574 -0.892 0.606
C -2.175 5.023 1.054 -0.710
C -0.299 0.394 5.777 -0.772
C -0.001 -4.080 4.051 -1.162
C 2.802 -3.250 0.172 -0.561
C -5.811 -0.954 -0.704 -0.407
C -3.437 4.654 1.499 -0.377
C 5.316 -0.827 2.599 -0.512
C 3.178 3.784 -3.231 -1.260
C -3.705 3.316 1.825 -0.820
C -5.985 -2.296 -1.101 -0.817
C 3.206 -1.055 1.276 0.047
C -2.309 2.422 -3.439 -0.991
C -0.241 -0.960 6.049 -0.932
C 3.658 -2.389 0.939 0.581
C 4.106 -0.307 2.134 -0.572
C -0.248 -1.431 3.604 -0.165
C -0.192 -1.864 4.970 0.644
C 5.684 -2.115 2.301 -0.568
C -0.084 -3.272 5.161 -0.869
C -1.449 2.795 1.318 -0.173
C -1.091 2.370 -4.356 0.347
C -2.704 2.374 1.665 -0.126
C -4.599 -0.433 -0.294 -0.984
C -2.415 -3.357 -1.052 -0.631
C -0.320 0.871 4.473 -0.814
C 1.215 -3.727 -1.537 -1.303
C -0.819 3.568 -5.246 -1.361
C -4.844 -3.073 -1.197 -0.722
C 3.472 2.318 -3.259 0.578
H -4.899 -4.127 -1.488 0.335
H 2.931 4.157 -2.233 0.219
H -0.446 4.422 -4.664 0.233
H 4.823 0.750 -2.876 0.285
H 3.557 1.995 -4.301 0.249
H -6.987 -2.694 -1.330 0.338
H -6.680 -0.334 -0.635 0.444
H -0.201 -1.343 7.081 0.318
H -0.328 1.051 6.615 0.428
H 4.484 1.782 -1.418 0.203
H -0.575 -4.255 -2.549 0.447
H -0.224 1.922 4.291 0.517
H 4.069 4.311 -3.563 0.445
H -0.393 -5.105 -0.983 0.376
H 3.104 -4.300 0.126 0.210
H -4.517 0.619 0.042 0.250
H 2.367 3.982 -3.952 0.183
H -3.243 2.359 -4.068 0.373
H -2.580 -4.381 -1.395 0.226
H -4.252 5.419 1.511 0.311
H -4.673 3.033 2.234 0.406
H 5.556 2.402 -2.774 0.408
H 5.218 -3.913 1.172 0.332
H -1.103 1.425 -4.942 0.421
H -0.199 4.327 0.505 0.456
H 0.171 -5.125 4.084 0.435
H 1.381 -3.162 -2.446 0.375
H -1.941 6.082 0.902 0.388
H -0.133 3.197 -6.025 0.265
H -2.302 3.388 -2.926 0.300
H -1.811 3.803 -5.703 0.420
H 5.906 -0.194 3.275 0.362
H -2.957 1.309 1.815 0.613
H 0.118 -4.197 1.905 0.293
H -2.336 1.577 -2.705 -0.011
H 6.583 -2.601 2.724 0.311
H 3.857 0.684 2.489 0.465
H -0.037 -3.665 6.158 0.437
H 1.848 -4.632 -1.582 0.490

=====

135
Properties=species:S:1:pos:R:3:mulliken_charge:R:1 method="wB97M-V/def2-TZVPD" e_lumo_ev=1.092 homo_ev=-5.624 gap_ev=6.7157 charge=-1 energy_ev=-727969.9503
Cl 1.716 -1.188 -8.679 -0.142
Cl -2.928 1.918 6.172 -0.178
Cl 4.210 4.119 5.882 -0.149
Cl -12.385 2.030 6.069 -0.135
Cl -10.177 10.563 3.195 -0.130
Cl -14.858 4.442 2.292 -0.047
Cl 3.635 -12.114 0.381 -0.089
Cl 3.116 -9.645 2.408 -0.096
Cl 5.988 -2.686 1.225 -0.139
Cl -13.595 7.024 1.965 -0.083
Cl -6.185 5.507 5.366 -0.131
Cl 9.678 -1.783 -4.985 -0.133
Cl 3.189 -3.478 1.122 -0.117
Cl 1.143 -8.872 -1.778 -0.148
Cl 9.527 -3.474 -1.070 -0.130
Cl -7.034 2.017 -0.095 -0.201
Cl -10.392 1.291 4.089 -0.076
Cl 11.716 -9.218 2.109 -0.118
Cl 2.769 6.397 4.806 -0.122
Cl -11.878 3.760 3.792 -0.076
Cl -15.683 2.022 -0.685 -0.122
Cl 7.828 4.163 -6.026 -0.130
Cl -0.657 -0.977 -7.021 -0.078
Cl 6.903 -2.626 -5.112 -0.083
Cl 2.376 -6.775 -0.188 -0.053
Cl 5.617 -8.472 1.523 -0.069
Cl 5.412 3.947 -4.427 0.005
Cl 5.632 6.155 4.372 -0.159
Cl 4.415 -7.605 4.017 -0.131
Cl -13.892 -0.264 -0.644 -0.131
Cl -5.610 3.085 3.877 -0.031
Cl -5.523 -0.135 1.161 -0.180
Cl -2.247 1.975 3.329 0.108
Cl 3.386 1.002 -5.357 -0.043
Cl -9.483 7.839 2.465 -0.076
Cl 4.141 -14.205 2.330 -0.127
Cl 6.041 -12.032 2.034 -0.107
Cl -13.291 2.083 0.959 -0.028
Cl 8.746 -6.254 -1.365 -0.133
Cl -9.299 9.963 0.493 -0.123
Cl -0.244 2.606 5.285 -0.120
Cl 14.302 -8.249 1.209 -0.133
Cl -4.302 2.495 0.804 0.135
Cl -0.236 0.899 -9.195 -0.117
Cl 3.620 -7.634 -2.664 -0.133
Cl 5.449 0.279 -7.270 -0.122
Cl 10.200 -5.401 0.997 -0.147
Cl 5.270 -5.433 0.618 -0.018
Cl -8.289 3.561 4.875 -0.042
Cl 12.288 -9.027 -0.732 -0.121
Cl -16.330 6.624 1.065 -0.136
Cl 6.999 6.377 -4.336 -0.140
Cl 9.025 -4.543 -5.617 -0.139
Cl 3.944 2.741 -7.622 -0.137
Al -1.272 5.163 0.990 1.069
O -0.176 4.147 2.075 -1.060
O 3.444 2.874 2.204 -0.721
O -2.068 3.623 0.362 -1.085
C 2.666 -8.138 -1.265 0.293
C 0.001 -0.966 -1.311 -0.100
C 0.729 -2.911 -0.090 -0.197
C -0.537 -2.965 0.477 -0.857
C 4.106 5.277 4.553 0.666
C -5.802 1.619 1.117 0.511
C 6.450 5.035 -5.345 -0.011
C -1.961 2.702 4.903 -0.132
C -15.117 6.184 2.272 -0.040
C 1.162 2.160 1.776 -0.068
C 4.664 -8.969 2.921 0.000
C 3.225 3.889 -2.117 -1.071
C 3.035 3.874 -0.740 0.061
C 0.126 3.114 1.147 0.749
C 4.833 -3.989 1.533 -0.076
C 0.968 -1.896 -0.990 -0.365
C -0.808 2.051 -0.860 0.931
C -2.370 -0.003 -1.015 -0.222
C -14.004 1.495 -0.544 -0.035
C 12.573 -8.313 0.856 0.414
C 2.837 2.659 -0.113 0.206
C -1.253 -0.991 -0.724 0.346
C -11.939 2.089 4.360 0.051
C 3.049 1.462 -2.169 0.031
C 9.011 -4.934 -0.223 0.662
C -1.502 -2.027 0.176 -0.527
C 2.579 2.585 1.394 -0.468
C 8.548 -3.110 -4.699 0.536
C 3.210 2.682 -2.791 -0.113
C 0.000 -0.760 -8.641 0.003
C -10.175 9.360 1.902 0.204
C -1.212 2.482 0.579 1.123
C 3.886 1.070 -7.047 0.609
C -6.563 3.793 5.179 -0.125
C 4.877 -13.066 1.201 0.010
C -1.908 1.325 -1.645 -1.668
C 2.858 1.457 -0.797 -0.484
H 1.038 2.172 2.863 0.032
H 3.048 0.516 -2.708 0.221
H 3.234 -8.883 -0.720 0.003
H 5.211 -9.736 3.452 0.275
H 8.574 -3.359 -3.645 -0.168
H -0.527 -1.423 -9.315 0.325
H 5.415 -13.632 0.452 0.319
H -0.586 2.982 -1.400 0.668
H -2.992 0.150 -0.127 -0.373
H -2.781 1.998 -1.634 0.459
H 1.005 1.134 1.397 0.245
H 5.872 5.444 -6.165 0.270
H -6.308 3.287 6.101 0.290
H 1.510 -3.639 0.170 0.362
H 2.725 0.521 -0.253 0.552
H -6.175 1.921 2.089 -0.154
H -15.482 6.487 3.245 0.307
H 12.191 -7.299 0.846 -0.038
H 0.262 -0.188 -2.025 0.423
H -0.812 -3.736 1.199 0.364
H 3.920 4.723 3.639 -0.231
H -1.675 1.195 -2.714 0.374
H -2.208 6.044 1.936 -0.624
H 3.037 4.786 -0.146 0.493
H -3.037 -0.499 -1.745 0.530
H -11.201 9.178 1.609 0.124
H 3.354 4.852 -2.603 0.459
H -2.253 3.744 4.849 0.297
H 0.143 1.503 -0.805 -1.198
H 3.149 0.537 -7.634 -0.353
H 4.866 -4.231 2.588 0.300
H -13.445 1.918 -1.369 0.312
H 0.489 3.710 0.282 -0.162
H 3.344 2.675 -3.880 0.362
H -0.241 5.905 0.017 -0.325
H -2.483 -2.109 0.645 0.407
H -1.612 1.685 1.254 -0.075
H -12.698 1.562 3.794 0.249
H 1.957 -1.829 -1.449 0.413
H 8.073 -4.723 0.278 -0.280

=====

91
Properties=species:S:1:pos:R:3:mulliken_charge:R:1 method="wB97M-V/def2-TZVPD" e_lumo_ev=-2.653 homo_ev=-9.035 gap_ev=6.3823 charge=+1 energy_ev=-73570.0495
Bi -0.193 0.908 -0.038 1.824
S -0.317 -1.904 -3.613 -0.095
N -3.921 -1.634 -1.081 -0.492
N -3.220 -0.870 0.975 0.050
N -0.592 2.182 -2.433 -0.556
N -1.169 -0.109 1.817 -0.035
N 1.670 -0.116 1.724 1.159
N 0.569 -4.420 -4.157 0.195
N 0.848 2.443 1.381 0.496
N -1.661 -1.083 -0.735 -0.126
N 1.912 -1.398 -0.569 -0.114
N -2.841 -0.865 3.244 0.069
N 2.213 -1.218 1.803 -1.326
N 1.945 -2.911 -4.807 0.472
C 1.263 2.895 3.750 -0.136
C 2.563 -1.625 -5.080 -0.857
C -2.242 2.882 1.451 0.032
C 0.822 5.693 -0.447 -1.013
C -2.997 1.938 -2.152 0.259
C 1.247 2.028 2.627 0.368
C 1.571 2.427 5.003 -0.669
C 2.500 -4.148 -5.134 -0.215
C 0.740 -3.075 -4.198 -0.830
C 2.565 -3.310 0.708 -0.270
C 1.639 0.679 2.866 -0.440
C 1.973 0.225 4.156 -0.365
C 1.925 1.080 5.222 -0.810
C -2.071 -0.448 4.412 -1.154
C 1.965 -2.148 -1.668 -0.707
C 0.396 4.478 0.077 0.068
C -1.916 1.004 -4.098 -0.728
C -2.876 -1.177 -0.343 0.217
C -4.013 4.272 0.621 -0.993
C 1.230 3.721 0.909 -0.443
C 1.639 -5.092 -4.730 -0.686
C -2.962 2.624 -0.822 0.255
C -2.351 -0.600 2.016 0.474
C -4.216 1.490 -2.664 -0.508
C -3.903 3.642 -0.607 -0.322
C 2.609 -4.082 -0.441 -0.898
C -2.075 2.255 0.211 0.232
C -4.012 -1.724 3.430 -1.118
C 2.209 -1.973 0.596 -0.072
C 2.915 5.455 0.683 -0.665
C 2.307 -3.495 -1.657 0.107
C -1.844 1.725 -2.913 0.723
C -4.296 0.801 -3.869 -1.093
C 2.081 6.191 -0.152 -0.593
C 2.503 4.238 1.202 -0.257
C -3.192 3.869 1.667 -0.920
C -3.130 0.532 -4.573 -0.597
H -0.613 4.134 -0.110 0.600
H 1.828 -0.852 -4.883 0.217
H 1.534 3.109 5.847 0.417
H -0.257 -4.835 -3.767 0.200
H 2.409 7.139 -0.560 0.392
H -3.951 -2.618 2.809 0.398
H 2.166 0.737 6.220 0.435
H -4.949 -1.198 3.220 0.315
H -1.721 0.579 4.295 0.359
H -0.603 -0.049 2.654 -0.441
H -1.004 0.803 -4.651 0.410
H 2.881 -5.129 -0.385 0.422
H 2.800 -3.715 1.685 0.484
H -4.180 -1.002 1.227 0.308
H 2.267 -0.813 4.270 0.488
H -5.116 1.670 -2.085 0.569
H -5.256 0.460 -4.241 0.400
H -4.542 3.950 -1.427 0.555
H 0.148 6.266 -1.076 0.433
H -1.208 -1.097 4.586 0.361
H -4.046 -2.047 4.465 0.366
H -1.515 -1.367 -1.706 -0.347
H 2.875 -1.576 -6.121 0.391
H 3.454 -4.237 -5.628 0.452
H -4.737 5.067 0.764 0.394
H -2.715 -0.482 5.285 0.388
H -3.161 -0.037 -5.496 0.427
H 0.997 3.935 3.598 0.549
H 1.716 -1.647 -2.598 0.621
H -4.863 -1.434 -0.794 0.215
H -3.273 4.343 2.639 0.459
H 3.430 -1.468 -4.438 0.351
H 2.347 -4.060 -2.581 0.402
H -3.780 -1.659 -2.078 0.236
H 0.160 2.045 -3.092 0.266
H 3.904 5.827 0.923 0.388
H -0.604 3.138 -2.096 0.181
H 1.689 -6.166 -4.799 0.404
H -1.589 2.612 2.278 0.171
H 3.174 3.661 1.826 0.466